{"formula": "C28H61FO10P2", "method": "the ωB97M-V functional and the def2-TZVPD basis", "orbital_gap_ev": 10.45, "charge": 0, "lumo_energy_ev": 0.46, "elements": ["C", "C", "C", "C", "C", "C", "C", "C", "C", "C", "C", "C", "C", "C", "C", "C", "C", "C", "C", "O", "C", "O", "C", "C", "F", "H", "H", "H", "H", "H", "H", "H", "H", "H", "H", "H", "H", "H", "H", "H", "H", "H", "H", "H", "H", "H", "H", "H", "H", "H", "H", "H", "H", "H", "H", "H", "H", "H", "H", "H", "H", "H", "H", "H", "H", "H", "H", "H", "C", "O", "P", "O", "O", "C", "O", "C", "H", "H", "H", "H", "H", "H", "H", "H", "H", "C", "O", "P", "O", "O", "C", "O", "C", "H", "H", "H", "H", "H", "H", "H", "H", "H"], "xyz": [[0.37543, -1.17437, 3.61894], [0.81744, -0.13222, 2.47167], [1.37698, -0.87599, 1.15840], [2.76364, -0.26886, 0.61410], [3.64406, -1.47849, 0.04749], [3.76466, -1.53413, -1.54204], [2.40354, -1.94332, -2.29447], [2.53386, -3.21935, -3.24134], [2.52401, -4.62416, -2.48806], [1.06839, -5.21289, -2.17488], [0.48200, -4.59416, -0.79511], [-0.72858, -5.44205, -0.19372], [-1.37551, -4.79772, 1.13188], [-2.50322, -3.70648, 0.84254], [-1.94313, -2.34469, 0.18301], [-2.52165, -1.02057, 0.89710], [-3.90930, -0.55146, 0.26601], [-3.72227, 0.08622, -1.19948], [-5.11466, 0.42465, -1.91112], [-6.09164, -0.65002, -1.80998], [-5.57917, -1.87942, -2.26223], [-4.81811, -2.04482, -3.22136], [-6.00044, -3.17660, -1.40057], [-7.39187, -3.69155, -2.00658], [-5.02760, -4.17993, -1.66354], [-0.55708, -1.76873, 3.30877], [1.25676, -1.84737, 3.86498], [0.11135, -0.62140, 4.58730], [1.56493, 0.64456, 2.83627], [-0.15534, 0.39980, 2.16624], [0.60535, -0.70361, 0.32835], [1.44674, -1.98711, 1.41938], [3.30164, 0.27357, 1.47032], [2.51654, 0.50437, -0.17924], [4.70581, -1.33618, 0.46320], [3.26136, -2.50196, 0.38822], [4.54724, -2.34200, -1.78137], [4.13744, -0.53107, -1.95914], [1.55338, -1.99207, -1.53980], [2.14971, -1.05585, -2.98282], [1.77864, -3.16395, -4.10249], [3.56284, -3.13483, -3.75155], [3.02001, -5.37552, -3.20612], [3.15827, -4.65606, -1.53926], [0.35380, -4.86262, -3.00020], [1.08115, -6.34823, -2.17388], [1.34282, -4.61956, -0.04694], [0.15769, -3.53294, -1.06353], [-0.28164, -6.44818, 0.13896], [-1.52025, -5.71434, -0.98074], [-0.58847, -4.30876, 1.81012], [-1.83462, -5.64907, 1.75390], [-2.91568, -3.39174, 1.87179], [-3.41426, -4.12490, 0.28316], [-2.15730, -2.27953, -0.93763], [-0.81714, -2.33938, 0.40729], [-1.75982, -0.19146, 0.65189], [-2.53792, -1.10175, 2.03000], [-4.60972, -1.44743, 0.23596], [-4.40040, 0.24209, 0.91950], [-3.14994, 1.07455, -1.07615], [-3.10109, -0.56314, -1.89524], [-5.57420, 1.35987, -1.43393], [-4.91204, 0.57130, -3.02948], [-6.10104, -2.88545, -0.31131], [-7.17407, -4.59062, -2.66472], [-8.10582, -3.92627, -1.14958], [-7.83417, -2.82465, -2.60185], [1.32874, 5.84020, -1.25819], [2.08723, 5.25762, -2.31230], [2.75933, 3.83215, -2.01834], [1.83186, 2.80891, -1.48629], [3.99318, 4.17752, -1.06431], [4.83867, 5.27228, -1.39678], [3.44793, 3.46256, -3.41130], [2.62512, 2.81337, -4.37731], [1.39469, 6.92533, -1.34457], [0.28522, 5.53561, -1.35044], [1.71207, 5.54318, -0.27884], [4.50407, 6.15922, -0.85431], [4.83640, 5.48065, -2.46802], [5.85574, 5.03298, -1.08605], [3.03039, 3.01141, -5.36965], [1.59791, 3.18177, -4.33724], [2.63645, 1.73693, -4.19737], [2.90589, 3.99982, 3.40279], [1.85913, 4.93644, 3.63660], [0.68135, 4.47441, 4.62230], [1.13668, 3.94640, 5.92470], [-0.17413, 3.44902, 3.74736], [-0.50296, 3.79390, 2.40773], [-0.24926, 5.77152, 4.70320], [0.10625, 6.75122, 5.67435], [3.29894, 4.16464, 2.39859], [3.70307, 4.15701, 4.13070], [2.54394, 2.97127, 3.47207], [0.23665, 3.35286, 1.73530], [-0.52977, 4.87498, 2.25813], [-1.48371, 3.38062, 2.17096], [-0.28294, 7.71762, 5.35312], [1.19001, 6.82770, 5.78426], [-0.34242, 6.48887, 6.63389]], "forces_ev_per_angstrom": [[0.316, 0.784, 0.144], [-1.165, -0.430, -0.324], [-0.381, 0.992, 0.342], [-0.684, -1.007, 0.446], [0.937, 0.568, -0.491], [0.056, -0.576, 0.062], [0.055, 1.108, -0.550], [0.855, 0.208, 0.387], [-0.297, -0.998, -0.967], [-0.349, 1.102, 0.342], [-0.060, -0.780, -0.963], [0.612, -0.393, 0.662], [-0.574, -0.133, -0.393], [-0.380, 0.570, 0.745], [0.028, -0.050, 1.151], [0.565, 0.517, -1.306], [0.189, 0.012, -0.082], [-0.235, 0.174, 0.383], [1.206, 0.745, -0.645], [1.210, -1.866, -0.071], [1.689, -0.960, -0.971], [-2.149, 1.165, 2.554], [-1.032, 0.686, -1.517], [0.242, 0.719, 0.656], [-1.031, 1.389, 0.884], [1.555, 0.704, 0.310], [-1.213, 0.539, -0.354], [0.318, -0.688, -1.382], [-0.971, -1.061, -0.258], [1.547, -0.388, 0.551], [1.027, -0.643, 1.122], [0.051, 1.439, -0.634], [-0.663, -0.873, -1.205], [0.487, -0.914, 0.862], [-1.424, -0.424, -0.603], [0.449, 1.499, -0.267], [-0.972, 1.235, 0.241], [-0.440, -1.455, 0.700], [1.029, -0.219, -0.996], [0.180, -1.264, 0.987], [0.816, -0.332, 1.413], [-1.434, -0.024, 0.688], [-0.625, 1.063, 1.016], [-0.784, 0.392, -1.191], [0.993, -0.708, 0.954], [0.015, 1.348, 0.181], [-1.198, 0.405, -0.765], [0.556, -1.411, 0.751], [-0.569, 1.322, -0.576], [1.018, 0.710, 1.130], [-0.866, -0.705, -1.128], [0.562, 1.241, -0.923], [0.537, -0.510, -1.362], [1.526, 0.438, 0.576], [0.531, -0.209, 1.491], [-1.628, 0.020, -0.688], [-1.063, -1.032, 0.456], [-0.180, -0.119, -1.398], [0.817, 1.154, -0.006], [0.565, -1.013, -0.739], [-0.838, -1.342, -0.244], [-0.820, 0.670, 1.011], [0.403, -1.567, -0.798], [-0.311, 0.165, 1.630], [0.521, -0.723, -1.202], [-0.419, 1.220, 0.847], [0.912, 0.038, -1.313], [0.382, -1.385, 0.626], [-0.359, 0.202, 0.315], [0.476, -0.470, -0.339], [-0.317, -0.640, 0.233], [0.866, 0.888, -0.209], [-0.669, -0.630, -0.394], [0.347, 0.510, -0.051], [-0.083, 0.642, 0.833], [-0.312, -0.377, -0.447], [0.058, -0.110, -0.105], [0.070, -0.023, 0.080], [-0.053, -0.008, -0.023], [0.019, -0.020, -0.074], [-0.010, -0.042, 0.070], [-0.135, -0.107, 0.010], [0.094, 0.092, 0.170], [0.064, -0.057, 0.008], [-0.081, 0.095, 0.026], [0.472, -0.278, -0.051], [-0.682, 0.321, 0.196], [0.080, -0.417, 0.664], [-0.415, 0.275, -1.119], [0.253, 0.466, 0.866], [-0.025, 0.009, -0.651], [0.406, -0.664, -0.565], [0.065, 0.405, 0.456], [-0.120, 0.067, 0.055], [-0.075, -0.092, -0.004], [0.038, 0.040, 0.023], [-0.048, 0.049, -0.017], [-0.015, -0.056, 0.049], [0.072, -0.019, 0.155], [-0.027, -0.162, -0.127], [-0.080, -0.017, 0.029], [0.124, -0.007, -0.051]], "lowdin_charge": [-0.120, -0.239, -0.215, -0.182, -0.213, -0.209, -0.201, -0.214, -0.219, -0.205, -0.215, -0.205, -0.212, -0.202, -0.184, -0.205, -0.180, -0.166, -0.165, -0.060, -0.380, 0.102, -0.235, -0.024, -0.042, 0.063, 0.073, 0.075, 0.088, 0.083, 0.093, 0.097, 0.104, 0.097, 0.107, 0.101, 0.106, 0.109, 0.086, 0.103, 0.113, 0.108, 0.106, 0.109, 0.113, 0.105, 0.112, 0.084, 0.109, 0.122, 0.109, 0.108, 0.106, 0.098, 0.114, 0.071, 0.094, 0.105, 0.090, 0.119, 0.124, 0.104, 0.138, 0.133, 0.143, 0.099, 0.086, 0.092, -0.099, -0.225, 0.384, -0.235, -0.215, -0.098, -0.214, -0.094, 0.092, 0.093, 0.083, 0.090, 0.088, 0.093, 0.091, 0.090, 0.085, -0.092, -0.230, 0.380, -0.227, -0.212, -0.101, -0.218, -0.102, 0.086, 0.094, 0.078, 0.087, 0.084, 0.092, 0.088, 0.088, 0.093]}

{"formula": "C24H23N3O5", "method": "the ωB97M-V functional and the def2-TZVPD basis", "relative_energy_ev": 1.096, "orbital_gap_ev": 8.48, "charge": 0, "lumo_energy_ev": 0.03, "elements": ["C", "H", "O", "C", "C", "C", "C", "C", "C", "H", "C", "O", "N", "C", "N", "C", "C", "C", "N", "H", "C", "O", "C", "H", "H", "C", "C", "C", "C", "C", "C", "C", "O", "C", "H", "H", "H", "H", "O", "C", "H", "H", "H", "H", "H", "C", "H", "H", "H", "H", "H", "H", "H", "H", "H"], "xyz": [[-3.26199, -2.03983, -2.05326], [-3.34811, -3.10309, -1.83413], [-3.63608, -1.37631, -0.86981], [-3.63359, -0.01376, -0.85792], [-3.25874, 0.79130, -1.92922], [-3.29178, 2.16959, -1.79877], [-3.67855, 2.76161, -0.61229], [-4.02672, 1.95915, 0.46852], [-4.02768, 0.57992, 0.33900], [-4.32326, -0.05859, 1.15679], [-4.44333, 2.59507, 1.74582], [-5.34641, 3.39116, 1.84178], [-3.74950, 2.20787, 2.87966], [-2.57942, 1.51021, 2.99583], [-1.87516, 1.23482, 1.90632], [-0.78378, 0.50264, 2.04309], [-0.36508, 0.05468, 3.30443], [-1.14253, 0.47015, 4.38861], [-2.23856, 1.18475, 4.24670], [-0.86422, 0.19831, 5.39834], [0.82558, -0.79402, 3.49084], [1.22747, -1.11786, 4.58557], [1.48328, -1.24575, 2.20681], [2.51323, -1.53619, 2.42030], [0.94998, -2.13755, 1.86348], [1.43261, -0.16033, 1.12450], [2.19758, -0.58593, -0.10487], [1.80248, -1.67029, -0.86524], [2.49971, -2.08128, -1.99003], [3.63805, -1.38590, -2.36996], [4.05795, -0.29004, -1.61589], [3.35413, 0.11310, -0.49389], [3.71488, 1.17144, 0.28446], [4.87644, 1.89216, -0.04921], [4.79100, 2.35789, -1.03582], [4.96633, 2.66847, 0.70920], [5.76564, 1.25506, -0.02201], [4.94807, 0.21901, -1.94542], [4.41665, -1.67911, -3.44767], [4.06370, -2.77924, -4.25057], [3.07733, -2.64444, -4.70608], [4.81801, -2.82601, -5.03435], [4.07660, -3.71355, -3.68034], [2.14870, -2.93465, -2.54693], [0.92213, -2.22655, -0.57856], [-0.02818, 0.16494, 0.80319], [-0.11121, 0.99229, 0.09695], [-0.51894, -0.69900, 0.34474], [1.90967, 0.74107, 1.51916], [-4.13240, 2.53270, 3.76205], [-3.70127, 3.83487, -0.50928], [-3.00863, 2.78493, -2.63976], [-2.94471, 0.35916, -2.86628], [-3.92883, -1.78865, -2.88398], [-2.22855, -1.81040, -2.33459]], "forces_ev_per_angstrom": [[0.045, -0.096, -0.162], [0.025, 0.066, -0.064], [-0.071, 0.130, 0.245], [-0.097, 0.212, 0.176], [0.052, -0.312, -0.062], [0.012, 0.097, 0.084], [-0.071, 0.021, 0.181], [-0.312, -0.189, -0.680], [-0.182, 0.042, -0.307], [0.018, -0.095, 0.139], [0.094, 0.008, 0.018], [-0.033, 0.070, -0.078], [-0.393, 0.224, 0.490], [0.855, -0.443, -0.008], [0.008, 0.353, 0.003], [0.080, -0.217, 0.563], [-0.401, 0.328, 0.040], [0.214, -0.133, -0.260], [-0.415, 0.193, 0.253], [0.094, -0.052, 0.032], [0.118, -0.126, -0.216], [0.000, -0.001, 0.077], [0.279, 0.108, 0.117], [-0.074, -0.032, 0.049], [-0.020, -0.062, -0.038], [-0.108, -0.162, -0.105], [0.014, 0.189, 0.155], [0.152, 0.276, 0.125], [0.176, -0.204, -0.377], [-0.101, 0.055, 0.152], [0.167, 0.100, -0.049], [-0.110, -0.218, -0.140], [-0.272, -0.266, -0.014], [0.212, 0.151, -0.045], [0.007, -0.033, 0.030], [0.041, -0.039, -0.084], [-0.037, 0.017, -0.017], [0.111, 0.097, -0.009], [0.024, 0.263, 0.253], [-0.071, -0.186, -0.126], [0.033, -0.012, 0.030], [-0.079, -0.038, 0.036], [-0.015, 0.039, -0.018], [0.000, -0.079, -0.079], [-0.121, -0.058, 0.055], [0.287, 0.092, 0.020], [-0.046, -0.018, 0.001], [-0.020, -0.036, -0.065], [-0.100, -0.075, 0.003], [0.009, -0.053, -0.215], [-0.015, 0.116, 0.005], [0.023, 0.048, -0.063], [0.015, -0.073, -0.068], [0.036, 0.008, 0.020], [-0.039, 0.006, -0.004]], "lowdin_charge": [-0.090, 0.093, -0.088, -0.270, -0.021, -0.067, -0.027, -0.164, 0.033, 0.136, -0.407, 0.110, 0.181, -0.351, 0.200, -0.179, -0.062, -0.034, 0.144, 0.128, -0.354, 0.097, -0.050, 0.137, 0.137, -0.246, -0.128, -0.026, -0.023, -0.272, 0.063, -0.209, -0.085, -0.077, 0.098, 0.096, 0.098, 0.116, -0.080, -0.089, 0.095, 0.093, 0.096, 0.100, 0.114, -0.060, 0.139, 0.128, 0.151, 0.161, 0.118, 0.106, 0.102, 0.097, 0.091]}